(1)
# C2H7N2

The ion C2H7N2 with charge +1 (wB97M-V/def2-TZVPD, OMol25).

```
! RIJCOSX wB97M-V def2-TZVPD def2/J DEFGRID3
* xyz 1 1
C -0.37 0.28 0.35
C 0.09 -0.45 -0.68
N -0.68 -1.24 -1.44
N 0.64 0.85 1.32
H -1.27 0.84 0.52
H 1.14 -0.51 -0.97
H -0.46 -1.54 -2.37
H -1.69 -1.28 -1.36
H 0.85 1.84 1.13
H 1.49 0.27 1.24
H 0.25 0.94 2.26
*
```

The relative energy (zero: lowest compared OMol25 entry of this formula, charge and spin) comes out at 32.1 kcal per mole. Its HOMO energy is -13.31 eV. The structure (SMILES) is N/C=C/[NH3+]. The value obtained for the max |F| is 1.75 eV Å⁻¹.

(2)
# C2H7N2

The ion C2H7N2 with charge +1 (wB97M-V/def2-TZVPD, OMol25).

```
! RIJCOSX wB97M-V def2-TZVPD def2/J DEFGRID3
* xyz 1 1
C -0.88 -0.34 0.06
C 1.62 -0.03 -0.03
N -2.12 0.11 -0.09
N 0.22 0.37 0.03
H -0.68 -1.35 0.24
H 2.18 0.22 0.83
H 2.02 0.38 -0.86
H 1.78 -1.19 0.04
H -2.77 -0.56 0.08
H -2.27 1.06 0.15
H 0.29 1.41 0.01
*
```

The relative energy (zero: lowest compared OMol25 entry of this formula, charge and spin) comes out at 19.1 kcal per mole. Its HOMO energy is -15.86 eV. The structure (SMILES) is C/[NH+]=C/N. The value obtained for the max |F| is 5.53 eV Å⁻¹.

(3)
# C2H7N2

The ion C2H7N2 with charge +1 (wB97M-V/def2-TZVPD, OMol25).

```
! RIJCOSX wB97M-V def2-TZVPD def2/J DEFGRID3
* xyz 1 1
C 0.19 0.14 0.53
C -0.12 -0.28 -0.70
N 0.17 -1.60 -1.12
N -0.16 1.54 1.13
H 0.77 -0.39 1.24
H -0.59 0.24 -1.57
H 0.36 -1.50 -2.08
H -0.18 -2.39 -0.64
H -0.37 2.14 0.45
H 0.55 1.79 1.84
H -1.00 1.31 1.70
*
```

The relative energy (zero: lowest compared OMol25 entry of this formula, charge and spin) comes out at 47.3 kcal per mole. Its HOMO energy is -13.51 eV. The structure (SMILES) is N/C=C/[NH3+]. The value obtained for the max |F| is 6.97 eV Å⁻¹.

(4)
# C2H7N2O

A cluster of 2 separate species, C2H7N2O in total (wB97M-V/def2-TZVPD, OMol25).

```
! RIJCOSX wB97M-V def2-TZVPD def2/J DEFGRID3
* xyz -1 1
C -1.01 -1.81 0.39
O -0.64 -0.80 1.29
H -0.16 -2.29 -0.14
H -1.32 -2.63 1.02
H -1.44 -1.47 -0.59
N 0.00 2.20 -0.57
C 0.54 0.83 -0.45
N 1.81 0.73 -0.68
H -0.42 2.42 0.34
H 0.61 2.97 -0.84
H -0.39 0.00 0.77
H 2.41 -0.14 -0.54
*
```

The relative energy (zero: lowest compared OMol25 entry of this formula, charge and spin) comes out at 52.3 kcal per mole. Its HOMO energy is -1.97 eV. The value obtained for the max |F| is 2.42 eV Å⁻¹.

(5)
# C2H7N2O

A cluster of 2 separate species, C2H7N2O in total (wB97M-V/def2-TZVPD, OMol25).

```
! RIJCOSX wB97M-V def2-TZVPD def2/J DEFGRID3
* xyz 1 1
C 1.81 1.47 -0.27
C -1.62 -1.26 -0.25
N 0.51 1.21 -0.02
N -0.81 -0.87 0.81
O 0.38 -0.72 0.65
H 2.03 2.42 0.03
H 2.26 1.25 -1.18
H 2.34 0.79 0.49
H -1.14 -0.65 -1.02
H -1.75 -2.28 -0.66
H -2.59 -0.76 -0.15
H -1.43 -0.60 1.57
*
```

The relative energy (zero: lowest compared OMol25 entry of this formula, charge and spin) comes out at 205.6 kcal per mole. Its HOMO energy (alpha / beta) is -15.60 / -14.46 eV. The value obtained for the max |F| is 3.48 eV Å⁻¹.

(6)
# C2H7N2O2

A cluster of 2 separate species, C2H7N2O2 in total (wB97M-V/def2-TZVPD, OMol25).

```
! RIJCOSX wB97M-V def2-TZVPD def2/J DEFGRID3
* xyz -1 1
N -2.84 -0.55 -0.55
C -3.07 0.86 -0.02
N -2.32 1.88 -0.68
H -3.10 -1.17 0.20
H -1.87 -0.72 -0.77
H -2.92 0.83 1.06
H -4.12 0.93 -0.33
H -2.57 1.81 -1.67
H -1.32 1.71 -0.63
O 3.66 -1.50 1.13
C 3.25 -0.65 0.34
O 2.10 -0.28 -0.01
H 4.04 -0.12 -0.29
*
```

The relative energy (zero: lowest compared OMol25 entry of this formula, charge and spin) comes out at 25.1 kcal per mole. Its HOMO energy is -3.69 eV. The value obtained for the max |F| is 2.22 eV Å⁻¹.

(7)
# C2H7N2O2

The ion C2H7N2O2 with charge +1 (wB97M-V/def2-TZVPD, OMol25).

```
! RIJCOSX wB97M-V def2-TZVPD def2/J DEFGRID3
* xyz 1 1
C 1.68 0.42 0.91
C -2.14 -1.05 -0.20
N -0.27 0.34 -0.55
N 0.85 0.76 -0.20
O 1.54 1.54 -1.06
O -0.95 -0.45 0.32
H 1.17 0.46 1.89
H 2.67 0.80 0.91
H 1.67 -0.68 0.79
H -2.31 -1.91 0.45
H -1.96 -1.41 -1.21
H -2.91 -0.20 -0.17
H 0.96 1.38 -1.88
*
```

The relative energy (zero: lowest compared OMol25 entry of this formula, charge and spin) comes out at 140.8 kcal per mole. Its HOMO energy is -15.85 eV. The structure (SMILES) is CO/N=[N+](\C)O. The value obtained for the max |F| is 3.98 eV Å⁻¹.

(8)
# C2H7N2O2

The ion C2H7N2O2 with charge +1 (wB97M-V/def2-TZVPD, OMol25).

```
! RIJCOSX wB97M-V def2-TZVPD def2/J DEFGRID3
* xyz 1 1
C 0.22 2.08 0.20
C 0.00 -1.99 -0.14
N 0.61 0.41 0.34
N -0.08 -0.58 -0.21
O 1.46 0.16 1.14
O -1.04 -0.04 -1.13
H -0.57 2.23 -0.51
H -0.03 2.26 1.24
H 1.24 2.41 0.00
H 0.56 -2.29 0.79
H -1.09 -2.41 -0.14
H 0.57 -2.33 -0.99
H -1.85 0.09 -0.59
*
```

The relative energy (zero: lowest compared OMol25 entry of this formula, charge and spin) comes out at 148.5 kcal per mole. Its HOMO energy is -15.92 eV. The structure (SMILES) is CN(O)[N+](C)=O. The value obtained for the max |F| is 5.09 eV Å⁻¹.